# 1
{"formula": "C22H24N2O4", "method": "ωB97M-V/def2-TZVPD", "species": ["C", "H", "H", "H", "O", "C", "O", "C", "C", "H", "H", "C", "N", "C", "O", "C", "C", "C", "C", "C", "C", "H", "H", "O", "C", "N", "C", "H", "H", "C", "H", "H", "C", "C", "C", "C", "C", "C", "C", "H", "H", "H", "H", "H", "H", "H", "H", "H", "H", "H", "H", "H"], "coordinates": [[-6.82, 2.64, 0.97], [-7.56, 2.61, 1.77], [-6.05, 3.39, 1.19], [-7.28, 2.89, 0.02], [-6.24, 1.34, 0.92], [-5.32, 1.14, -0.03], [-4.99, 1.98, -0.82], [-4.75, -0.26, 0.05], [-4.36, -0.78, -1.33], [-5.26, -1.05, -1.89], [-3.86, 0.03, -1.88], [-3.44, -1.99, -1.24], [-2.16, -1.64, -0.67], [-1.76, -2.06, 0.55], [-2.40, -2.84, 1.23], [-0.44, -1.51, 0.99], [-0.04, -0.22, 0.67], [1.22, 0.18, 1.10], [2.04, -0.70, 1.83], [1.63, -1.97, 2.19], [0.38, -2.36, 1.75], [0.00, -3.34, 1.99], [2.26, -2.63, 2.76], [3.21, -0.06, 2.07], [3.07, 1.15, 1.46], [1.92, 1.34, 0.90], [4.21, 2.09, 1.46], [3.96, 2.95, 2.08], [5.07, 1.58, 1.90], [4.53, 2.57, 0.04], [3.61, 2.97, -0.40], [5.26, 3.37, 0.10], [5.09, 1.46, -0.86], [4.08, 0.38, -1.15], [2.97, 0.66, -1.95], [2.02, -0.32, -2.20], [2.16, -1.58, -1.66], [3.27, -1.87, -0.88], [4.22, -0.89, -0.63], [5.07, -1.13, -0.01], [3.39, -2.86, -0.45], [1.42, -2.34, -1.85], [1.17, -0.09, -2.82], [2.86, 1.64, -2.38], [5.97, 1.02, -0.39], [5.40, 1.91, -1.80], [-0.66, 0.47, 0.12], [-1.58, -0.99, -1.18], [-3.87, -2.75, -0.59], [-3.29, -2.42, -2.24], [-3.86, -0.21, 0.68], [-5.47, -0.91, 0.54]], "homo_lumo_gap_ev": 9.2008, "homo_ev": -8.50, "e_above_lowest_kcal_mol": 17.9, "lumo_energy_ev": 0.70, "smiles": "COC(=O)CCCNC(=O)c1ccc2oc(CCCc3ccccc3)nc2c1", "max_force_ev_per_a": 1.3, "energy_ev": -34375.288}

=====

# 2
{"formula": "C6H4O6Ti", "method": "ωB97M-V/def2-TZVPD", "species": ["O", "C", "Ti", "O", "C", "C", "O", "C", "O", "C", "O", "C", "O", "H", "H", "H", "H"], "coordinates": [[0.00, -0.04, -3.35], [0.05, -0.03, -2.20], [0.04, 0.09, 0.35], [1.95, -2.54, -0.25], [1.29, -1.61, -0.05], [-1.23, 1.68, -0.32], [-1.93, 2.54, -0.66], [-1.56, -1.25, -0.12], [-2.42, -1.99, -0.34], [1.71, 1.30, -0.24], [2.62, 1.95, -0.54], [-1.16, 0.54, 3.14], [-0.01, 0.25, 2.36], [-2.04, 0.16, 2.60], [-1.23, 1.62, 3.27], [-1.05, 0.02, 4.10], [0.80, 0.12, 2.89]], "homo_lumo_gap_ev": [7.5768, 9.8991], "multiplicity": 3, "homo_ev": [-17.71, -20.54], "charge": 2, "lumo_energy_ev": [-10.13, -10.64], "max_force_ev_per_a": 6.8, "energy_ev": -41668.130}

=====

# 3
{"formula": "C4H8O2", "method": "ωB97M-V/def2-TZVPD", "species": ["C", "C", "O", "C", "C", "O", "H", "H", "H", "H", "H", "H", "H", "H"], "coordinates": [[-0.30, -1.30, -0.76], [0.35, -0.45, 0.28], [1.19, -1.03, 1.10], [0.24, 1.65, -0.82], [0.18, 0.97, 0.40], [-1.34, 0.62, 1.14], [0.45, -1.76, -1.41], [-0.99, -0.72, -1.36], [-0.87, -2.09, -0.26], [1.23, -1.99, 0.93], [0.53, 2.69, -0.84], [-0.20, 1.24, -1.72], [0.75, 1.40, 1.22], [-1.23, 0.77, 2.09]], "homo_lumo_gap_ev": [7.2153, 7.2135], "homo_ev": [-6.95, -6.95], "e_above_lowest_kcal_mol": 104.3, "lumo_energy_ev": [0.26, 0.26], "max_force_ev_per_a": 0.5, "energy_ev": -8368.760}

=====

# 4
{"formula": "C43H36F6N3", "method": "ωB97M-V/def2-TZVPD", "species": ["C", "C", "C", "C", "C", "N", "C", "C", "C", "C", "C", "C", "C", "C", "C", "H", "H", "H", "H", "H", "H", "H", "H", "H", "H", "H", "H", "H", "F", "C", "F", "F", "C", "N", "C", "C", "C", "C", "C", "C", "C", "C", "C", "C", "C", "C", "C", "C", "C", "N", "C", "C", "F", "F", "F", "C", "C", "C", "C", "C", "C", "C", "C", "C", "C", "H", "H", "H", "H", "H", "H", "H", "H", "H", "H", "H", "H", "H", "H", "H", "H", "H", "H", "H", "H", "H", "H", "H"], "coordinates": [[-2.20, -5.91, 1.41], [-2.04, -5.47, 2.73], [-1.15, -4.43, 3.01], [-0.41, -3.85, 1.97], [0.59, -2.78, 2.36], [1.24, -2.13, 1.22], [2.49, -2.14, 0.92], [3.39, -3.30, 0.98], [4.78, -3.14, 1.17], [5.61, -4.26, 1.32], [5.06, -5.55, 1.25], [3.70, -5.72, 0.95], [2.88, -4.60, 0.80], [-0.57, -4.29, 0.65], [-1.49, -5.31, 0.36], [-2.90, -6.72, 1.19], [-2.61, -5.93, 3.55], [-1.00, -4.06, 4.02], [0.04, -2.01, 2.92], [1.30, -3.24, 3.08], [2.93, -1.18, 0.58], [5.19, -2.13, 1.19], [6.68, -4.12, 1.51], [5.70, -6.43, 1.39], [3.28, -6.72, 0.84], [1.84, -4.73, 0.51], [0.04, -3.83, -0.14], [-1.63, -5.61, -0.68], [0.66, 4.47, 5.64], [-0.13, 3.47, 5.17], [0.68, 2.43, 4.80], [-0.90, 3.01, 6.22], [-1.02, 3.88, 4.03], [-1.82, 2.71, 3.67], [-3.15, 2.71, 4.11], [-3.92, 3.87, 3.89], [-5.18, 3.99, 4.47], [-5.67, 2.98, 5.30], [-4.92, 1.82, 5.51], [-3.67, 1.67, 4.90], [-1.32, 1.78, 2.79], [-2.03, 0.58, 2.54], [-1.54, -0.37, 1.67], [-0.41, -0.06, 0.86], [0.02, -0.88, -0.23], [0.38, -0.26, -1.48], [1.16, -0.94, -2.45], [1.39, -0.39, -3.69], [0.81, 0.84, -4.09], [1.05, 1.39, -5.32], [2.10, 0.87, -6.20], [3.38, 1.54, -5.79], [4.47, 1.19, -6.52], [3.24, 2.91, -5.88], [3.67, 1.27, -4.47], [0.30, 2.45, -5.89], [0.26, 3.74, -5.32], [-0.34, 4.79, -6.02], [-0.92, 4.58, -7.27], [-0.90, 3.30, -7.82], [-0.28, 2.25, -7.15], [-0.01, 1.51, -3.15], [-0.15, 1.02, -1.86], [0.33, 1.13, 1.14], [-0.10, 2.02, 2.11], [-1.68, 4.66, 4.41], [-0.43, 4.26, 3.19], [-3.51, 4.65, 3.25], [-5.76, 4.89, 4.28], [-6.64, 3.09, 5.79], [-5.29, 1.03, 6.16], [-3.10, 0.75, 5.01], [-2.98, 0.41, 3.05], [-2.04, -1.33, 1.56], [-0.38, -1.89, -0.32], [1.59, -1.91, -2.18], [2.02, -0.94, -4.39], [2.21, -0.22, -6.11], [1.87, 1.15, -7.24], [0.73, 3.90, -4.34], [-0.36, 5.78, -5.57], [-1.37, 5.41, -7.82], [-1.39, 3.09, -8.78], [-0.23, 1.24, -7.59], [-0.52, 2.44, -3.41], [-0.71, 1.59, -1.13], [1.24, 1.35, 0.58], [0.49, 2.92, 2.30]], "homo_lumo_gap_ev": 6.3599, "homo_ev": -10.22, "charge": 1, "lumo_energy_ev": -3.86, "max_force_ev_per_a": 2.1, "energy_ev": -65943.388}

=====

# 5
{"formula": "C39H51AsBFN7O5S2", "method": "ωB97M-V/def2-TZVPD", "species": ["C", "C", "O", "O", "C", "C", "As", "C", "C", "C", "S", "C", "S", "N", "C", "C", "N", "C", "C", "C", "C", "F", "O", "B", "O", "O", "H", "H", "H", "H", "H", "H", "H", "H", "H", "H", "H", "H", "H", "H", "H", "H", "H", "H", "H", "H", "H", "H", "H", "H", "H", "H", "N", "C", "C", "C", "C", "C", "H", "H", "H", "H", "H", "N", "C", "C", "C", "C", "C", "H", "H", "H", "H", "H", "N", "C", "C", "C", "C", "C", "H", "H", "H", "H", "H", "N", "C", "C", "C", "C", "C", "H", "H", "H", "H", "H", "N", "C", "C", "C", "C", "C", "H", "H", "H", "H", "H"], "coordinates": [[-0.08, -4.67, 2.61], [1.28, -4.60, 3.43], [1.58, -5.61, 4.14], [2.21, -3.50, 3.38], [2.54, -3.26, 1.96], [3.78, -2.27, 1.75], [3.71, -1.25, -0.03], [3.58, -0.09, -1.70], [2.07, 0.30, -2.12], [2.04, 0.35, -3.75], [0.34, 0.55, -4.46], [-0.61, -1.04, -4.43], [-2.22, -0.93, -3.92], [-0.01, -2.34, -4.78], [1.07, -2.68, -5.71], [1.17, -4.21, -5.52], [0.18, -4.74, -4.56], [-0.52, -3.54, -4.15], [5.65, -0.72, 0.20], [6.70, -1.84, -0.25], [7.03, -1.79, -1.85], [7.98, -1.50, 0.41], [4.12, -2.79, -1.02], [2.95, -3.37, -1.61], [2.40, -2.83, -2.84], [2.21, -4.49, -1.02], [0.11, -5.18, 1.60], [-0.90, -5.29, 3.12], [-0.52, -3.62, 2.44], [2.78, -4.30, 1.52], [1.57, -2.84, 1.48], [4.78, -2.82, 1.88], [3.74, -1.49, 2.60], [2.20, -1.62, -0.18], [3.34, 0.03, 0.82], [4.19, 0.87, -1.55], [4.07, -0.64, -2.59], [1.27, -0.41, -1.71], [1.87, 1.34, -1.66], [2.63, -0.51, -4.21], [2.62, 1.32, -4.03], [1.66, -1.94, -6.33], [1.95, -4.83, -6.08], [-1.37, -3.68, -3.40], [5.94, 0.24, -0.35], [5.83, -0.51, 1.32], [6.45, -2.90, 0.10], [6.61, -0.81, -2.30], [8.14, -1.94, -2.08], [6.40, -2.64, -2.31], [1.54, -2.40, -2.66], [1.30, -4.45, -1.39], [0.18, -8.15, 0.80], [0.30, -9.09, 1.75], [1.51, -9.52, 2.26], [2.68, -8.95, 1.77], [2.59, -7.98, 0.79], [1.33, -7.61, 0.34], [-0.64, -9.51, 2.10], [1.55, -10.29, 3.03], [3.64, -9.27, 2.14], [3.47, -7.51, 0.38], [1.20, -6.85, -0.42], [1.82, 4.44, -0.82], [2.00, 5.39, -1.76], [0.96, 6.13, -2.30], [-0.33, 5.88, -1.86], [-0.54, 4.90, -0.90], [0.56, 4.22, -0.41], [3.02, 5.54, -2.07], [1.16, 6.89, -3.05], [-1.16, 6.44, -2.27], [-1.53, 4.68, -0.53], [0.45, 3.45, 0.34], [-3.14, 5.53, 1.43], [-4.01, 5.01, 2.32], [-5.38, 4.95, 2.11], [-5.89, 5.47, 0.93], [-5.01, 6.02, 0.00], [-3.66, 6.02, 0.29], [-3.56, 4.63, 3.23], [-6.03, 4.52, 2.86], [-6.95, 5.44, 0.73], [-5.38, 6.43, -0.94], [-2.94, 6.44, -0.40], [-4.03, 4.96, 5.75], [-4.83, 5.30, 6.78], [-4.40, 5.92, 7.93], [-3.04, 6.22, 8.04], [-2.19, 5.88, 7.00], [-2.73, 5.26, 5.89], [-5.88, 5.04, 6.64], [-5.09, 6.17, 8.72], [-2.66, 6.71, 8.93], [-1.13, 6.10, 7.06], [-2.10, 4.98, 5.05], [-7.35, 3.78, -1.81], [-6.78, 2.79, -1.11], [-6.19, 1.68, -1.69], [-6.20, 1.58, -3.07], [-6.79, 2.59, -3.82], [-7.34, 3.66, -3.14], [-6.80, 2.91, -0.03], [-5.74, 0.91, -1.07], [-5.75, 0.72, -3.56], [-6.81, 2.54, -4.90], [-7.81, 4.48, -3.69]], "homo_lumo_gap_ev": 5.5733, "homo_ev": -4.71, "charge": -1, "lumo_energy_ev": 0.86, "max_force_ev_per_a": 6.6, "energy_ev": -147837.272}

=====

# 6
{"formula": "C16H23BNOV", "method": "ωB97M-V/def2-TZVPD", "species": ["V", "C", "C", "C", "H", "C", "C", "H", "H", "H", "H", "C", "C", "C", "H", "C", "C", "H", "H", "H", "H", "O", "C", "C", "C", "C", "C", "H", "H", "H", "H", "H", "H", "H", "H", "H", "H", "B", "C", "N", "H", "H", "H"], "coordinates": [[0.19, -0.11, 0.70], [0.70, -1.89, 2.15], [-0.73, -1.93, 2.14], [-1.18, -2.11, 0.81], [-1.36, -1.91, 3.05], [0.00, -2.25, -0.03], [1.15, -2.13, 0.82], [2.20, -2.31, 0.50], [1.33, -1.82, 3.05], [-2.23, -2.20, 0.47], [0.00, -2.61, -1.06], [1.64, 1.70, 1.58], [2.32, 0.48, 1.26], [2.20, 0.28, -0.16], [2.91, -0.11, 1.92], [1.43, 1.36, -0.69], [1.10, 2.24, 0.39], [0.53, 3.15, 0.29], [1.65, 2.18, 2.55], [2.69, -0.47, -0.77], [1.34, 1.62, -1.73], [-0.44, 0.19, -1.51], [-0.86, 0.24, -3.00], [-2.27, 0.48, -2.62], [-0.30, -1.08, -3.32], [-0.21, 1.39, -3.72], [-1.84, 0.85, -1.21], [-2.78, -0.46, -2.62], [-2.76, 1.27, -3.14], [-1.72, 1.94, -1.11], [-2.50, 0.50, -0.34], [-0.76, -1.49, -4.22], [-0.44, -1.81, -2.52], [0.77, -1.00, -3.59], [-0.63, 1.48, -4.73], [0.85, 1.21, -3.90], [-0.40, 2.33, -3.21], [-0.18, 0.42, 5.11], [-0.43, 0.61, 3.59], [-0.61, 0.70, 2.42], [-1.18, 0.89, 5.66], [0.89, 1.00, 5.38], [-0.11, -0.81, 5.36]], "homo_lumo_gap_ev": [4.9785, 4.3837], "multiplicity": 2, "homo_ev": [-2.35, -1.76], "charge": -1, "lumo_energy_ev": [2.63, 2.62], "max_force_ev_per_a": 5.2, "energy_ev": -46862.710}